1.
Formula: FH3N2O
Source: OMol25
Level of theory: ωB97M-V with the def2-TZVPD basis set

```
7
FH3N2O, DFT ωB97M-V with the def2-TZVPD basis set
N -0.225 -0.483 1.049
N 0.604 -0.138 -0.017
O 0.206 -0.317 -1.177
F -0.576 1.094 -1.860
H -0.969 -0.957 0.648
H -0.627 0.454 1.353
H 1.588 0.347 0.004
```

LUMO (spin up / spin down): -0.0158 / -0.0147 hartree

Löwdin atomic charges, in units of e: N 0.093; N -0.177; O -0.007; F -0.334; H 0.065; H 0.130; H 0.229



2.
Formula: C38H54BBaFN8O8
Source: OMol25
Level of theory: ωB97M-V with the def2-TZVPD basis set

```
111
C38H54BBaFN8O8, DFT ωB97M-V with the def2-TZVPD basis set
Ba -1.086 -0.358 -0.478
C 0.671 2.311 1.388
C 1.587 1.404 2.003
C 2.558 1.075 0.983
C 2.181 1.804 -0.187
C 1.044 2.587 0.057
C 0.516 3.758 -0.762
C 0.921 3.676 -2.236
C 1.112 5.054 -0.182
C -1.016 3.861 -0.662
C 3.843 0.235 0.962
C 3.782 -1.046 1.800
C 5.067 1.071 1.386
C 4.139 -0.216 -0.481
C 1.494 1.114 3.511
C 0.943 -0.277 3.876
C 0.520 2.108 4.161
C 2.838 1.335 4.226
H -0.153 2.801 1.900
H 2.713 1.786 -1.134
H 2.011 3.610 -2.339
H 0.589 4.576 -2.770
H 0.454 2.809 -2.694
H 2.204 5.021 -0.227
H 0.821 5.161 0.868
H 0.763 5.936 -0.738
H -1.482 2.982 -1.110
H -1.376 4.751 -1.194
H -1.315 3.946 0.386
H 3.748 -0.840 2.868
H 4.669 -1.665 1.613
H 2.894 -1.622 1.540
H 4.982 1.435 2.409
H 5.146 1.942 0.730
H 5.992 0.483 1.301
H 3.284 -0.735 -0.915
H 5.001 -0.892 -0.487
H 4.377 0.634 -1.126
H -0.072 -0.378 3.490
H 0.908 -0.396 4.968
H 1.531 -1.091 3.461
H -0.491 1.980 3.772
H 0.825 3.142 3.984
H 0.486 1.932 5.242
H 3.580 0.587 3.953
H 2.701 1.282 5.313
H 3.234 2.323 3.973
C 1.250 -4.870 2.145
O 1.047 -3.467 2.066
C -0.173 -2.986 1.770
O -0.298 -1.808 1.494
N -1.215 -3.836 1.830
N -2.537 -3.404 1.619
H 2.314 -5.007 2.311
H 0.965 -5.359 1.211
H 0.711 -5.313 2.987
H -1.133 -4.788 2.128
H -2.705 -2.553 2.162
H -2.651 -3.156 0.636
B -1.948 -4.366 -2.421
N -0.460 -3.993 -2.065
C 0.566 -4.850 -2.226
C 1.703 -4.276 -1.692
C 1.261 -3.032 -1.215
N -0.045 -2.873 -1.444
N -2.897 -3.128 -2.407
C -3.874 -2.917 -3.308
C -4.735 -1.958 -2.808
C -4.193 -1.631 -1.556
N -3.086 -2.338 -1.323
H -1.959 -4.837 -3.554
H -2.355 -5.193 -1.606
H 0.418 -5.801 -2.714
H 2.705 -4.675 -1.680
H 1.821 -2.251 -0.720
H -3.899 -3.466 -4.235
H -5.607 -1.540 -3.284
H -4.522 -0.902 -0.827
O -0.859 1.078 -2.460
O -1.482 -0.150 -2.944
F -6.249 2.979 -0.680
C -5.332 3.319 0.254
C -4.890 2.388 1.104
N -3.986 2.663 2.093
C -3.531 1.597 3.000
C -3.299 0.256 2.284
O -3.437 -0.748 2.990
O -2.976 0.331 1.056
C -3.455 3.937 2.234
O -2.676 4.236 3.113
N -3.913 4.857 1.308
C -4.856 4.686 0.289
O -5.191 5.616 -0.415
H -5.237 1.366 1.044
H -4.220 1.452 3.827
H -2.571 1.906 3.406
H -3.495 5.773 1.376
C -0.976 -0.453 -4.215
C 0.454 -0.948 -4.241
C 0.725 -2.236 -4.699
C 2.027 -2.718 -4.741
C 3.078 -1.916 -4.308
C 2.816 -0.637 -3.833
C 1.514 -0.149 -3.806
H -1.627 -1.248 -4.591
H -1.096 0.430 -4.850
H -0.101 -2.876 -4.994
H 2.220 -3.730 -5.080
H 4.093 -2.298 -4.318
H 3.630 -0.021 -3.466
H 1.292 0.834 -3.412
```

total charge: -2
LUMO: 0.1432 hartree

Here are the Löwdin charges for atoms 1 to 99, given in e: Ba 1.995; C -0.089; C -0.140; C -0.150; C -0.069; C -0.266; C -0.550; C -0.062; C -0.067; C -0.051; C -0.531; C -0.053; C -0.061; C -0.087; C -0.520; C -0.050; C -0.082; C -0.067; H 0.080; H 0.079; H 0.075; H 0.076; H 0.046; H 0.079; H 0.076; H 0.067; H 0.061; H 0.081; H 0.058; H 0.050; H 0.075; H 0.068; H 0.057; H 0.080; H 0.070; H 0.059; H 0.076; H 0.066; H 0.073; H 0.077; H 0.054; H 0.054; H 0.089; H 0.076; H 0.042; H 0.070; H 0.086; C -0.065; O -0.029; C -0.586; O -0.152; N 0.024; N 0.079; H 0.092; H 0.092; H 0.087; H 0.114; H 0.051; H 0.039; B -0.440; N -0.086; C -0.131; C -0.090; C -0.175; N -0.017; N -0.089; C -0.124; C -0.078; C -0.176; N -0.043; H 0.059; H 0.056; H 0.109; H 0.084; H 0.090; H 0.105; H 0.078; H 0.093; O -0.527; O -0.472; F 0.062; C -0.177; C 0.045; N 0.025; C -0.027; C -0.670; O -0.004; O -0.291; C -0.478; O 0.073; N 0.211; C -0.407; O 0.071; H 0.150; H 0.127; H 0.107; H 0.163; C -0.196; C -0.185



3.
Formula: C3H7N3OS
Source: OMol25
Level of theory: ωB97M-V with the def2-TZVPD basis set

```
15
C3H7N3OS, DFT ωB97M-V with the def2-TZVPD basis set
C -1.621 -0.313 1.274
C -0.935 -0.610 0.103
C 1.780 -0.380 -0.361
H -0.754 0.299 2.041
H -2.751 0.103 0.994
H -1.805 -1.577 1.747
H 2.430 -1.097 -0.982
H 1.877 2.331 0.942
H -1.733 1.902 -0.016
H -2.302 1.653 -1.510
N 2.072 0.894 -0.251
N -1.112 0.139 -1.038
N -2.215 1.027 -0.676
O 1.270 1.664 0.687
S 0.520 -1.470 -0.065
```

LUMO: 0.0090 hartree

Löwdin atomic charges, in units of e: C -0.182; C -0.829; C -0.530; H 0.174; H 0.125; H 0.163; H 0.080; H 0.056; H 0.170; H 0.071; N -0.034; N -0.028; N -0.109; O -0.096; S 0.969



4.
Formula: C5H24N2O6
Source: OMol25
Level of theory: ωB97M-V with the def2-TZVPD basis set

```
37
C5H24N2O6, DFT ωB97M-V with the def2-TZVPD basis set
C -0.319 0.784 2.974
C -0.521 -0.688 2.458
C -1.343 -0.712 1.210
C -2.255 -1.571 0.863
N -3.038 -1.565 -0.313
C -2.519 -2.314 -1.322
N 0.611 1.639 2.033
H -1.038 1.506 3.315
H 0.487 0.718 3.853
H 0.519 -0.970 2.099
H -1.035 -1.326 3.237
H -0.945 0.060 0.447
H -2.354 -2.579 1.561
H -3.863 -0.987 -0.249
H -2.947 -2.439 -2.388
H -1.607 -2.737 -1.079
H 0.511 2.677 2.232
H 1.490 1.342 2.105
H 0.275 1.518 0.948
H -0.824 0.207 -2.375
H -2.095 0.411 -3.035
O -1.787 -0.094 -2.356
H 3.397 -0.438 1.835
H 2.538 -1.235 0.752
O 2.543 -0.562 1.607
H 2.988 2.800 -2.010
H 1.834 3.070 -2.832
O 2.035 2.535 -2.062
H -0.217 3.591 -0.199
H 1.045 3.152 -0.834
O 0.434 2.827 -0.180
H 1.736 -0.358 -2.607
H 0.930 0.710 -1.977
O 0.839 -0.072 -2.519
H 0.835 -3.421 -1.864
H 2.274 -2.931 -1.782
O 1.387 -2.550 -1.547
```

total charge: +2
LUMO: -0.2633 hartree

Löwdin atomic charges, in units of e: C -0.086; C -0.147; C -0.102; C -0.149; N 0.071; C 0.234; N 0.136; H 0.115; H 0.172; H 0.111; H 0.152; H 0.138; H 0.206; H 0.179; H 0.166; H 0.079; H 0.185; H 0.040; H 0.154; H 0.039; H 0.007; O -0.038; H -0.015; H 0.160; O -0.056; H 0.116; H 0.086; O -0.042; H 0.121; H -0.003; O -0.085; H 0.049; H 0.007; O -0.050; H 0.133; H 0.062; O -0.143



E_tot across the listed records, respectively: -7788.271, -72675.192, -20570.484, -20820.446 eV.